ORCA calculation (wB97M-V/def2-TZVPD) on 12 unconnected molecules or ions with the total composition C78H180N12O12.

LUMO level   0.4 eV
E_HOMO   -8.59 eV
Multiplicity   1
Kohn-Sham gap   0.3319 Eh
Charge   0
Structure (SMILES)   CC1(C)CCCC(C)(C)N1O.CC1(C)CCCC(C)(C)N1O.CC1(C)CCCC(C)(C)N1O.CC1(C)CCCC(C)(C)N1O.CC1(C)CCCC(C)(C)N1O.CC1(C)CCCC(C)(C)N1O.COC[C@H](C)N.COC[C@H](C)N.COC[C@H](C)N.COC[C@H](C)N.COC[C@H](C)N.COC[C@H](C)N

Each line ends with the Löwdin charge.
Geometry (Å):
C  28.59075  13.25454  22.51680  -0.08
C  28.24003  12.52730  21.26160  -0.42
C  26.93583  13.06116  20.58252  -0.19
O  27.12065  14.43793  20.41361  -0.23
C  26.22863  15.10472  19.59620  -0.11
N  29.38196  12.76945  20.36997  0.03
H  27.71858  13.28366  23.16067  0.07
H  28.88043  14.23253  22.29816  0.05
H  29.40359  12.74053  23.09859  0.10
H  28.16349  11.47330  21.51227  0.13
H  26.04192  12.87073  21.29489  0.14
H  26.77360  12.65737  19.54294  0.13
H  26.52962  16.17196  19.53079  0.07
H  25.20992  15.08292  19.95847  0.07
H  26.22252  14.62944  18.55667  0.11
H  29.50925  13.72701  20.15904  0.05
H  29.09468  12.43044  19.42512  0.08
C  23.37986  9.42099  18.96854  -0.07
C  22.14443  8.69367  19.36254  -0.47
C  21.82956  9.08648  20.79589  -0.21
O  20.65176  8.39117  21.22142  -0.20
C  20.21792  8.84321  22.55137  -0.06
N  21.04776  8.99549  18.47845  0.07
H  23.59935  9.23208  17.91515  0.08
H  24.26956  9.19925  19.51478  0.07
H  23.19706  10.54310  19.03126  0.09
H  22.28497  7.61062  19.36340  0.14
H  21.61828  10.14265  20.79409  0.09
H  22.64469  8.74639  21.48435  0.14
H  20.20709  9.92852  22.59791  0.05
H  20.88966  8.46456  23.31102  0.07
H  19.20028  8.48569  22.79340  0.09
H  20.22614  8.54882  18.89668  0.05
H  20.91008  9.99102  18.51145  0.05
C  23.49127  16.52157  28.59137  -0.04
C  23.28750  17.83900  27.80612  -0.44
C  21.94723  17.75204  27.08610  -0.17
O  22.19292  16.80207  26.02177  -0.22
C  21.02456  16.28023  25.50134  -0.13
N  23.34490  19.00844  28.65226  0.03
H  22.95135  16.47482  29.55276  0.08
H  24.53360  16.22197  28.86218  0.09
H  23.07921  15.72607  27.89509  0.07
H  23.98257  18.04068  27.02958  0.10
H  21.79663  18.76619  26.80465  0.11
H  21.15897  17.36323  27.73345  0.13
H  21.32774  15.68412  24.59548  0.10
H  20.29484  17.05844  25.20176  0.07
H  20.62950  15.59545  26.23675  0.08
H  23.23663  19.90977  28.17314  0.08
H  22.59679  18.90488  29.31927  0.06
C  14.81086  13.20028  17.42952  -0.07
C  15.58352  12.53064  18.52012  -0.44
C  16.45578  11.45328  17.94290  -0.20
O  17.25412  10.82937  18.98102  -0.23
C  17.50505  9.46960  18.58178  -0.08
N  16.53780  13.49573  19.10929  0.09
H  14.17233  12.49773  16.95253  0.07
H  15.46579  13.63898  16.69461  0.08
H  14.14505  14.00678  17.82217  0.09
H  14.88416  12.00633  19.18375  0.11
H  17.16660  11.88694  17.20668  0.14
H  15.84332  10.73003  17.39244  0.12
H  17.90023  9.65900  17.57032  0.09
H  16.51066  8.83823  18.60164  0.13
H  18.25028  8.93927  19.18232  0.07
H  17.15659  13.14976  19.78640  0.00
H  16.04180  14.27348  19.59650  0.08
C  19.63891  21.85546  14.77236  -0.07
C  21.12619  21.62173  14.69207  -0.44
C  21.54805  21.08425  16.06106  -0.27
O  21.60890  22.06712  17.01069  -0.18
C  22.00402  21.54371  18.24295  -0.12
N  21.30180  20.58051  13.69274  0.04
H  19.13589  22.13628  13.84402  0.08
H  19.51236  22.71202  15.44170  0.08
H  19.13701  21.00590  15.23274  0.07
H  21.71990  22.53280  14.54012  0.14
H  22.56309  20.67468  16.03510  0.12
H  20.81476  20.27174  16.32933  0.13
H  22.04350  22.24023  19.07775  0.09
H  22.97234  21.07318  18.11452  0.07
H  21.28026  20.68990  18.56490  0.11
H  22.26782  20.60471  13.31185  0.09
H  20.58676  20.64139  13.01184  0.05
C  19.84291  19.28056  23.58342  -0.04
C  18.47980  18.90414  22.93891  -0.41
C  17.69347  17.85556  23.77082  -0.24
O  16.68221  17.30725  23.02434  -0.19
C  16.05185  16.20968  23.64792  -0.09
N  17.65360  20.03713  22.64347  0.06
H  19.75729  19.81443  24.54948  0.09
H  20.27288  19.95217  22.83173  0.07
H  20.42908  18.40575  23.72444  0.02
H  18.68990  18.38490  21.96455  0.12
H  17.35291  18.40656  24.68948  0.14
H  18.32653  17.07686  24.12369  0.08
H  15.62032  16.53992  24.61545  0.11
H  16.78413  15.43486  23.89396  0.08
H  15.39906  15.74218  23.00491  0.05
H  16.94366  19.96974  21.93769  0.04
H  17.10808  20.27126  23.48335  0.09
C  17.99267  21.44146  19.78993  -0.03
C  17.09094  20.40433  19.03984  -0.48
C  18.07745  19.17859  18.68190  -0.12
C  17.34712  17.96356  18.15322  -0.18
C  16.22616  17.52288  19.09282  -0.14
C  15.27816  18.69182  19.44320  -0.45
N  16.12597  19.81124  19.92635  -0.12
O  15.27435  20.72658  20.61367  -0.03
C  14.28618  19.03379  18.27707  -0.02
C  14.31087  18.26828  20.68325  -0.01
C  16.61906  21.09263  17.75591  -0.03
H  18.50470  21.00054  20.67246  0.06
H  17.47547  22.30847  20.20067  0.08
H  18.78194  21.82339  19.09531  0.08
H  18.81039  19.53822  17.94656  0.10
H  18.77129  19.00310  19.48154  0.09
H  18.02074  17.09019  18.05645  0.10
H  16.95458  18.26314  17.14168  0.12
H  16.57336  16.92644  20.02472  0.13
H  15.68274  16.76661  18.51907  0.10
H  13.30655  18.45308  18.37975  0.10
H  14.11192  20.10292  18.34216  0.06
H  14.81440  18.78793  17.32516  0.07
H  13.77707  19.17742  20.99630  0.08
H  13.59148  17.51393  20.40055  0.06
H  14.96833  17.89369  21.50409  0.07
H  16.29769  20.39980  16.99856  0.07
H  17.49825  21.57758  17.42620  0.05
H  15.97816  21.99676  17.90776  0.11
H  14.94180  21.24059  19.87306  0.08
C  24.49391  17.59016  14.01855  -0.03
C  23.65889  16.29900  13.93267  -0.52
C  22.18684  16.70932  14.03144  -0.14
C  21.20434  15.48110  13.83224  -0.15
C  21.45304  14.85901  12.43260  -0.13
C  22.98559  14.57916  12.17322  -0.44
N  23.85077  15.68532  12.62719  -0.08
O  25.20297  15.18907  12.66715  -0.04
C  23.30592  13.14485  12.85566  -0.02
C  23.27433  14.31962  10.63805  -0.03
C  23.99948  15.36756  15.16628  -0.02
H  24.11932  18.29054  14.74980  0.07
H  24.38556  18.08421  13.07007  0.07
H  25.55234  17.32109  14.23108  0.09
H  22.02273  17.22196  14.98895  0.11
H  22.01677  17.50206  13.28708  0.11
H  20.14175  15.80645  13.88387  0.11
H  21.33391  14.80418  14.69744  0.09
H  21.08817  15.50708  11.62164  0.11
H  20.94113  13.90789  12.22458  0.11
H  23.07404  13.20386  13.89956  0.04
H  22.56824  12.44079  12.42563  0.08
H  24.26573  12.76459  12.65284  0.06
H  23.18278  15.22717  10.11965  0.05
H  24.34520  14.16049  10.60480  0.07
H  22.64719  13.48519  10.25302  0.10
H  25.04698  15.06472  15.27085  0.08
H  23.37291  14.52206  15.31435  0.03
H  23.77968  15.99115  16.05816  0.09
H  25.71097  15.82520  12.12917  0.11
C  22.99647  10.48538  29.00294  -0.04
C  22.92840  11.47670  27.80912  -0.52
C  23.81893  12.68955  28.06416  -0.13
C  24.19670  13.49896  26.79037  -0.17
C  24.84227  12.54302  25.81868  -0.14
C  23.92654  11.33276  25.47635  -0.51
N  23.54520  10.68386  26.72026  -0.07
O  22.59575  9.63986  26.26516  -0.07
C  22.76027  11.87771  24.61754  -0.05
C  24.65770  10.21304  24.66355  -0.02
C  21.46615  11.94279  27.51468  -0.03
H  23.98851  10.00843  29.02963  0.09
H  22.21697  9.67680  28.97741  0.09
H  22.86753  11.00255  29.94211  0.07
H  23.23516  13.30294  28.79208  0.12
H  24.71071  12.29471  28.54768  0.12
H  24.85787  14.31902  27.04537  0.10
H  23.29272  13.90256  26.26739  0.10
H  25.79105  12.09190  26.19672  0.13
H  25.17618  13.02305  24.90002  0.11
H  22.23120  12.79261  24.99334  0.06
H  23.07613  11.96795  23.53728  0.10
H  21.98240  11.12520  24.61492  0.06
H  24.02553  9.41181  24.39024  0.05
H  25.05573  10.70528  23.72545  0.09
H  25.54588  9.88362  25.26429  0.10
H  20.96314  12.17137  28.49888  0.09
H  20.89176  11.09687  27.07406  0.08
H  21.41346  12.87738  26.90972  0.06
H  22.91630  8.79965  26.65537  0.11
C  27.20255  19.71414  22.83349  -0.05
C  26.74872  18.33496  22.54067  -0.51
C  26.11723  17.63363  23.85347  -0.10
C  24.76540  18.18238  24.28673  -0.18
C  23.76037  17.85452  23.20549  -0.14
C  24.22641  18.49855  21.88562  -0.51
N  25.62405  18.08795  21.62997  -0.05
O  25.95775  18.65038  20.32838  -0.04
C  23.36823  17.89177  20.79354  -0.04
C  23.97521  20.02275  21.92330  -0.02
C  27.98811  17.54990  22.05386  -0.02
H  26.39080  20.31751  23.32301  0.08
H  27.56833  20.24590  21.89556  0.11
H  28.11858  19.73547  23.39279  0.07
H  26.03013  16.63643  23.56720  0.09
H  26.75551  17.69879  24.72789  0.12
H  24.78429  19.20062  24.67420  0.11
H  24.50151  17.58046  25.20938  0.10
H  22.82227  18.31055  23.45507  0.09
H  23.56304  16.79747  23.06491  0.12
H  22.28717  18.14610  20.98716  0.10
H  23.68332  18.31337  19.84377  0.07
H  23.43835  16.81460  20.72436  0.06
H  24.23705  20.51869  20.93676  0.10
H  22.93189  20.35748  22.08808  0.08
H  24.52281  20.49483  22.74736  0.06
H  28.69856  17.61075  22.90759  0.10
H  28.46360  17.98772  21.16873  0.09
H  27.68181  16.56023  21.78454  0.05
H  26.21724  17.87959  19.81927  0.05
C  11.83278  12.06266  25.15055  -0.04
C  12.32345  12.58040  23.79200  -0.53
C  13.37306  11.63824  23.32341  -0.17
C  13.74487  11.82400  21.85238  -0.17
C  12.50011  11.68178  20.93662  -0.10
C  11.37356  12.76940  21.36200  -0.45
N  11.19020  12.54272  22.84683  -0.06
O  10.21565  13.48471  23.35972  -0.02
C  11.66528  14.25580  20.98739  -0.03
C  10.05387  12.32017  20.71435  -0.05
C  13.00006  13.94204  24.14855  -0.02
H  12.56231  12.03450  25.95549  0.09
H  11.36308  11.13726  24.98278  0.07
H  11.02514  12.68028  25.56220  0.08
H  14.24892  11.65013  24.01434  0.14
H  12.91788  10.68501  23.44594  0.11
H  14.59873  11.18217  21.55604  0.11
H  14.13179  12.88139  21.69119  0.11
H  11.93733  10.78467  20.91186  0.10
H  12.81214  11.95680  19.92999  0.09
H  12.71130  14.58642  20.99480  0.06
H  11.33021  14.34089  19.94385  0.08
H  11.02313  14.94012  21.56627  0.09
H  10.25209  11.93440  19.70752  0.08
H  9.66655  11.52112  21.36704  0.09
H  9.31841  13.12925  20.66824  0.08
H  13.36273  14.50432  23.33988  0.03
H  13.78340  13.80031  24.90188  0.09
H  12.22656  14.51946  24.63779  0.08
H  9.62987  12.94868  23.82525  0.06
C  20.50353  13.22654  22.64580  -0.04
C  19.26949  13.53345  21.78258  -0.48
C  18.96077  15.02692  21.78136  -0.12
C  20.06339  15.82123  21.06768  -0.20
C  20.20548  15.29113  19.69930  -0.15
C  20.43092  13.78052  19.57952  -0.46
N  19.42841  13.07868  20.36660  -0.11
O  19.69712  11.74815  20.41611  -0.05
C  20.17520  13.43479  18.03962  -0.01
C  21.97662  13.42531  19.79877  -0.01
C  18.11166  12.72841  22.45866  -0.02
H  20.78598  12.16074  22.42380  0.08
H  20.25781  13.40389  23.74082  0.10
H  21.32721  13.86498  22.34770  0.05
H  17.97797  15.33630  21.21910  0.14
H  18.90534  15.35256  22.81630  0.09
H  20.91857  15.74169  21.68728  0.08
H  19.85417  16.89808  21.07785  0.10
H  21.01211  15.81799  19.13582  0.14
H  19.27370  15.50674  19.13500  0.11
H  20.39625  12.39938  17.92478  0.05
H  19.10252  13.71028  17.85542  0.08
H  20.88815  14.08202  17.51497  0.07
H  22.05763  12.39184  20.21746  0.07
H  22.53016  13.63339  18.89413  0.07
H  22.42108  14.08078  20.57464  0.06
H  17.15632  12.91010  21.97042  0.06
H  18.00232  13.01358  23.54145  0.09
H  18.39259  11.63451  22.41539  0.09
H  18.88537  11.35070  20.05244  0.09

***

ORCA calculation (wB97M-V/def2-TZVPD) on a molecular structure, C3H8Br2S.

LUMO level   0.5 eV
E_HOMO   -9.17 eV
Multiplicity   1
Kohn-Sham gap   0.3551 Eh
Charge   0

Each line ends with the natural charge from an NBO analysis.
Geometry (Å):
Br  -1.65475  -2.33595  -2.07917  0.05
Br  -0.04805  0.33271  -2.80062  0.05
C  0.05355  -1.52887  -2.37488  -0.57
H  0.67182  -1.65523  -1.46536  0.24
H  0.56159  -2.05875  -3.20348  0.23
S  1.70759  -0.14252  1.15307  -0.06
C  -0.45291  1.58097  1.60579  -0.62
C  -0.07909  0.12430  1.37028  -0.51
H  1.83972  0.62674  0.05158  0.12
H  0.07486  1.97510  2.49051  0.21
H  -1.53910  1.67270  1.77427  0.21
H  -0.17956  2.19442  0.73083  0.21
H  -0.33963  -0.49383  2.25090  0.22
H  -0.61605  -0.29182  0.49623  0.21

***

ORCA calculation (wB97M-V/def2-TZVPD) on a single C3H5NO2 molecule.

LUMO level   0.9 eV
E_HOMO   -9.85 eV
Multiplicity   1
Kohn-Sham gap   0.3938 Eh
Charge   0
Structure (SMILES)   [H]/N=C/OCC=O

Each line ends with the natural charge from an NBO analysis.
Geometry (Å):
N  1.46264  0.45261  0.57686  -0.71
C  1.32450  -0.03379  -0.57908  0.40
O  0.22436  -0.73231  -0.92962  -0.49
C  -0.77096  -0.79559  0.09330  -0.19
C  -1.41086  0.57727  0.24345  0.42
O  -1.53002  1.17232  1.28107  -0.48
H  2.33056  0.96476  0.68684  0.36
H  2.00597  0.02671  -1.43212  0.16
H  -0.34639  -1.12152  1.04528  0.22
H  -1.51232  -1.51358  -0.27113  0.21
H  -1.77747  1.00313  -0.71484  0.11

***

It is found that the DFT total energy values, taken in the order of the records, are -126243.1819, -154160.7789, -8775.9736 eV.